Record 1
{"formula": "H8O3S2", "method": "wB97M-V/def2-TZVPD", "elements": ["S", "S", "H", "H", "H", "H", "O", "H", "H", "O", "H", "H", "O"], "coordinates": [[0.396, 1.709, 1.199], [-1.658, 1.315, 1.562], [0.119, 2.959, 0.808], [-1.896, 2.499, 2.119], [1.897, -4.006, -2.503], [3.279, -4.300, -3.001], [2.549, -4.714, -2.526], [-0.576, 1.256, -1.366], [-0.359, 0.340, -2.540], [-1.052, 0.877, -2.129], [0.445, -2.334, -0.641], [1.430, -1.611, 0.293], [0.545, -1.556, -0.083]], "atomic_forces_ev_per_a": [[-0.71, 0.11, 0.15], [0.46, -0.25, -0.32], [0.32, 0.03, -0.20], [-0.07, 0.13, 0.32], [-0.15, -0.13, 0.04], [0.10, -0.20, 0.02], [0.05, 0.34, -0.08], [-0.44, -0.23, -0.26], [-0.30, 0.06, 0.03], [0.74, 0.13, 0.28], [0.01, -0.02, 0.13], [-0.08, -0.09, -0.06], [0.07, 0.12, -0.04]], "e_above_lowest_ev": 0.741, "e_tot_ha": -1026.858776, "smiles": "SS.O.O.O", "e_lumo_ha": 0.00247, "homo_lumo_gap_ev": 9.0, "mol_weight_g_mol": 120.19}

***

Record 2
{"formula": "C44H123N9O17", "method": "wB97M-V/def2-TZVPD", "elements": ["C", "C", "C", "O", "C", "N", "H", "H", "H", "H", "H", "H", "H", "H", "H", "H", "H", "C", "C", "C", "O", "C", "N", "H", "H", "H", "H", "H", "H", "H", "H", "H", "H", "H", "C", "C", "C", "O", "C", "N", "H", "H", "H", "H", "H", "H", "H", "H", "H", "H", "H", "C", "C", "C", "O", "C", "N", "H", "H", "H", "H", "H", "H", "H", "H", "H", "H", "H", "C", "C", "C", "O", "C", "N", "H", "H", "H", "H", "H", "H", "H", "H", "H", "H", "H", "C", "C", "C", "O", "C", "N", "H", "H", "H", "H", "H", "H", "H", "H", "H", "H", "H", "C", "C", "C", "O", "C", "N", "H", "H", "H", "H", "H", "H", "H", "H", "H", "H", "H", "C", "C", "C", "O", "C", "N", "H", "H", "H", "H", "H", "H", "H", "H", "H", "H", "H", "C", "C", "C", "O", "C", "N", "H", "H", "H", "H", "H", "H", "H", "H", "H", "H", "H", "C", "C", "O", "O", "H", "H", "H", "H", "H", "H", "C", "C", "O", "O", "H", "H", "H", "H", "H", "H", "C", "C", "O", "O", "H", "H", "H", "H", "H", "H", "C", "C", "O", "O", "H", "H", "H", "H", "H", "H"], "coordinates": [[-6.178, 8.293, -16.451], [-6.513, 6.763, -16.465], [-6.531, 6.105, -17.913], [-7.683, 6.654, -18.580], [-7.854, 6.206, -19.930], [-5.632, 6.035, -15.621], [-5.945, 8.658, -15.450], [-7.020, 8.806, -16.916], [-5.339, 8.595, -17.078], [-7.495, 6.653, -16.006], [-6.750, 5.041, -17.828], [-5.634, 6.234, -18.519], [-8.068, 5.150, -20.098], [-6.971, 6.511, -20.491], [-8.689, 6.792, -20.314], [-5.637, 6.458, -14.703], [-4.702, 6.249, -15.952], [-10.150, 0.683, -14.808], [-11.450, 1.449, -15.046], [-12.719, 0.512, -15.100], [-12.699, -0.597, -16.078], [-12.947, -0.093, -17.402], [-11.513, 2.323, -13.868], [-9.268, 1.324, -14.796], [-9.969, -0.086, -15.559], [-10.135, 0.129, -13.870], [-11.217, 2.112, -15.880], [-13.640, 1.068, -15.278], [-12.905, 0.075, -14.119], [-13.914, 0.408, -17.448], [-13.037, -0.957, -18.060], [-12.163, 0.568, -17.772], [-10.576, 2.699, -13.854], [-11.481, 1.721, -13.057], [-5.488, 16.809, -13.018], [-6.092, 18.015, -13.688], [-5.932, 19.266, -12.853], [-6.476, 19.084, -11.534], [-6.482, 20.195, -10.750], [-5.447, 18.230, -14.981], [-5.947, 16.722, -12.033], [-4.420, 16.915, -12.828], [-5.680, 15.946, -13.656], [-7.159, 17.881, -13.866], [-6.343, 20.046, -13.493], [-4.866, 19.485, -12.795], [-7.043, 19.968, -9.843], [-7.046, 21.047, -11.131], [-5.494, 20.604, -10.541], [-5.722, 17.499, -15.621], [-5.719, 19.050, -15.505], [-14.931, 23.529, -13.707], [-13.448, 23.437, -14.116], [-13.146, 22.479, -15.344], [-13.632, 21.178, -15.062], [-13.488, 20.217, -16.069], [-12.883, 24.782, -14.340], [-15.452, 24.027, -14.525], [-15.092, 24.135, -12.814], [-15.335, 22.537, -13.506], [-12.918, 22.944, -13.301], [-12.072, 22.529, -15.526], [-13.645, 22.788, -16.263], [-14.024, 20.398, -17.001], [-13.870, 19.238, -15.780], [-12.463, 20.061, -16.405], [-13.347, 25.428, -13.717], [-13.122, 25.028, -15.290], [-13.688, 17.496, -8.591], [-12.196, 17.860, -8.413], [-11.607, 17.133, -7.174], [-12.362, 17.452, -5.937], [-11.775, 16.811, -4.787], [-11.607, 17.612, -9.686], [-14.120, 17.747, -9.560], [-14.342, 18.007, -7.885], [-13.798, 16.436, -8.361], [-12.075, 18.917, -8.175], [-10.545, 17.296, -6.990], [-11.830, 16.069, -7.252], [-10.791, 17.255, -4.641], [-11.646, 15.733, -4.691], [-12.414, 17.018, -3.929], [-10.670, 17.982, -9.613], [-12.063, 18.180, -10.385], [-20.560, 13.912, -10.004], [-21.936, 13.848, -10.656], [-22.144, 14.964, -11.779], [-23.407, 14.842, -12.430], [-23.561, 15.847, -13.460], [-21.904, 12.516, -11.289], [-20.493, 13.281, -9.117], [-20.372, 14.915, -9.621], [-19.774, 13.627, -10.704], [-22.801, 13.919, -9.997], [-21.396, 15.029, -12.569], [-22.136, 15.894, -11.211], [-23.631, 16.886, -13.137], [-24.525, 15.677, -13.940], [-22.773, 15.626, -14.180], [-21.915, 12.501, -12.299], [-21.061, 12.013, -11.051], [-6.687, 11.505, -6.347], [-6.284, 10.140, -6.827], [-6.678, 9.786, -8.241], [-6.296, 8.441, -8.686], [-6.649, 7.344, -7.839], [-4.852, 9.934, -6.706], [-7.669, 11.790, -6.726], [-5.951, 12.268, -6.598], [-6.902, 11.509, -5.278], [-6.741, 9.397, -6.174], [-6.091, 10.326, -8.985], [-7.740, 9.893, -8.464], [-6.394, 6.401, -8.322], [-7.683, 7.243, -7.510], [-5.957, 7.421, -7.001], [-4.367, 10.595, -7.297], [-4.674, 9.078, -7.212], [-11.792, 9.537, -0.325], [-13.309, 9.162, -0.482], [-13.817, 8.843, -1.913], [-13.711, 9.956, -2.841], [-13.744, 9.792, -4.207], [-13.460, 7.847, 0.174], [-11.249, 8.784, -0.896], [-11.520, 9.511, 0.730], [-11.498, 10.495, -0.754], [-13.981, 9.904, -0.049], [-14.877, 8.591, -1.950], [-13.222, 8.040, -2.348], [-12.860, 9.260, -4.559], [-13.656, 10.734, -4.748], [-14.659, 9.358, -4.610], [-12.914, 7.131, -0.284], [-14.417, 7.535, 0.089], [-18.386, 10.094, -17.567], [-19.070, 8.789, -17.989], [-17.995, 7.676, -17.883], [-16.924, 7.778, -18.827], [-15.981, 6.686, -18.794], [-20.142, 8.530, -17.022], [-17.561, 10.386, -18.218], [-17.969, 9.918, -16.575], [-19.088, 10.928, -17.561], [-19.484, 8.670, -18.990], [-18.522, 6.755, -18.131], [-17.597, 7.511, -16.882], [-16.453, 5.711, -18.914], [-15.367, 6.764, -17.897], [-15.322, 6.887, -19.638], [-20.842, 9.238, -17.191], [-20.612, 7.700, -17.356], [-12.258, 9.757, -12.802], [-12.382, 11.267, -12.334], [-11.813, 12.270, -13.168], [-12.752, 8.843, -11.847], [-11.207, 9.647, -13.070], [-12.874, 9.559, -13.679], [-11.855, 11.322, -11.382], [-13.461, 11.402, -12.251], [-11.878, 13.108, -12.705], [-12.561, 7.952, -12.150], [-11.571, 13.028, -19.745], [-11.662, 13.755, -21.111], [-12.463, 14.922, -20.941], [-10.513, 13.646, -18.968], [-11.367, 11.959, -19.797], [-12.530, 13.060, -19.229], [-12.279, 13.134, -21.761], [-10.696, 13.853, -21.605], [-13.002, 15.035, -21.727], [-10.726, 13.507, -18.042], [-12.895, 2.165, -5.593], [-13.405, 1.020, -6.552], [-12.475, 0.651, -7.563], [-12.811, 3.300, -6.390], [-11.908, 1.932, -5.195], [-13.528, 2.332, -4.721], [-14.323, 1.258, -7.089], [-13.613, 0.182, -5.887], [-12.865, -0.108, -8.003], [-12.219, 3.074, -7.112], [-18.250, 4.700, -11.224], [-18.333, 5.602, -10.013], [-17.905, 6.904, -10.388], [-19.117, 5.107, -12.300], [-18.704, 3.730, -11.023], [-17.249, 4.633, -11.649], [-17.762, 5.098, -9.234], [-19.373, 5.717, -9.705], [-16.979, 6.809, -10.624], [-19.291, 6.051, -12.304]], "atomic_forces_ev_per_a": [[-0.60, -0.54, -1.11], [0.00, 1.01, -1.21], [-1.93, 0.55, 0.99], [0.24, -0.36, -0.36], [0.20, 1.30, 0.44], [1.25, -0.77, 0.37], [-0.41, -0.07, 0.08], [-0.13, 0.33, 0.41], [0.35, -0.48, -0.09], [-0.32, -0.03, -0.51], [0.47, -0.25, 0.36], [0.30, 0.32, 0.16], [0.13, -0.23, 0.50], [0.15, -0.24, -0.29], [-0.05, -0.13, -0.02], [-0.19, -0.08, 0.30], [0.53, -0.33, -0.01], [0.23, -1.57, -0.93], [0.86, -1.10, 1.08], [0.23, -0.20, -1.13], [0.34, 1.87, 0.52], [-0.22, -0.73, 0.49], [-0.74, 0.57, -0.05], [-0.14, 0.27, -0.10], [0.06, -0.02, -0.28], [-0.33, 0.10, 0.24], [-0.92, -0.20, -0.46], [0.11, 0.48, -0.23], [0.56, -0.29, 0.04], [-0.06, 0.30, 0.11], [0.25, -0.04, 0.06], [0.10, 0.05, 0.10], [0.03, 0.73, 0.20], [-0.35, -0.22, 0.34], [-0.32, -0.01, 0.24], [-0.09, 0.37, -0.16], [0.54, -0.33, 0.07], [-0.07, -0.98, -2.27], [-0.53, 1.62, 1.03], [0.58, -0.18, -0.61], [-0.18, -0.44, -0.11], [0.08, 0.14, -0.36], [0.12, -0.28, 0.33], [-0.33, -0.30, 0.43], [-0.67, 0.66, 0.70], [0.30, 0.05, 0.26], [0.48, -0.27, 0.29], [-0.19, 0.11, -0.74], [0.33, -0.25, 0.28], [0.17, -0.47, 0.10], [-0.24, 0.54, 0.51], [0.44, -0.36, -0.64], [-0.23, -0.73, -0.05], [-0.85, 0.67, 0.53], [0.07, -0.09, 0.65], [0.26, -0.50, -0.90], [0.19, -1.07, -0.32], [-0.37, -0.18, -0.04], [0.31, 0.05, 0.08], [-0.16, 0.04, -0.19], [0.20, 0.15, 0.20], [0.24, -0.31, 0.05], [-0.14, 0.57, -0.17], [-0.40, 0.77, -0.07], [0.03, 0.22, 0.72], [0.42, 0.15, 0.32], [0.01, 0.17, -0.05], [-0.03, 0.46, -0.11], [-0.18, 0.25, 1.24], [-2.02, 0.85, 1.36], [-1.46, -0.94, 0.72], [0.78, -0.58, -0.73], [-0.06, 1.15, 0.13], [1.79, -0.72, -0.27], [0.47, -0.18, -0.22], [0.21, 0.07, 0.28], [-0.13, -0.12, -0.40], [-0.40, 0.40, 0.26], [0.12, 0.18, -0.21], [0.63, -0.32, -0.58], [0.14, 0.02, 0.31], [-0.21, -0.40, -1.24], [-0.01, 0.53, -0.13], [0.50, -0.16, -0.52], [-0.18, -0.02, -0.01], [-0.36, 1.52, 0.93], [0.85, -0.60, -3.02], [-0.57, -0.27, 1.40], [-0.16, 0.69, 0.08], [-0.38, -1.51, 0.23], [-0.65, -0.81, -0.19], [-0.16, -0.30, -0.16], [0.28, 0.21, -0.04], [-0.11, 0.17, -0.03], [0.22, 0.08, 0.27], [0.61, -0.40, 0.23], [0.14, 0.47, -0.07], [0.68, 0.01, 0.46], [0.04, -0.37, 0.01], [0.09, 0.69, -0.26], [-0.43, 0.41, -0.07], [-0.09, 0.00, 0.24], [-0.90, 0.36, 0.17], [0.25, -0.82, -0.10], [-0.15, -1.08, -1.39], [-0.72, -0.10, 0.46], [1.15, 0.29, 0.13], [0.56, -0.22, 0.24], [0.05, 0.12, -0.55], [-0.09, 0.02, 0.02], [0.68, -0.03, 0.16], [-0.20, -0.04, 0.11], [-0.23, 0.74, 0.21], [-0.22, 0.22, 0.21], [0.03, 0.24, -0.46], [-0.18, 0.58, -0.05], [-0.42, -0.37, 0.63], [0.08, 0.59, 0.03], [0.30, -0.49, 0.17], [-1.24, -0.10, -0.79], [0.60, -1.03, -1.02], [0.65, 1.65, -1.93], [0.17, 1.19, 1.84], [0.38, -0.42, -0.98], [-0.46, 0.43, 0.94], [0.29, -0.15, 0.23], [-0.03, -0.12, -0.12], [-0.35, 0.08, 0.03], [0.15, -0.11, 0.32], [-0.07, -0.45, 0.59], [0.07, -0.40, 0.18], [0.00, -0.67, -0.10], [-0.09, 0.50, 0.62], [-0.17, -0.50, 0.19], [0.32, 0.13, -0.15], [-0.21, -0.04, 0.16], [-0.27, 0.05, -0.80], [1.79, -0.23, 0.66], [-0.30, -1.23, -0.59], [-0.21, 0.11, 0.14], [-0.40, 1.48, -0.22], [0.07, -0.38, -0.27], [-0.03, -0.21, -0.14], [-0.20, 0.18, 0.09], [-0.04, 0.05, 0.23], [0.37, 0.84, -0.41], [-0.21, -0.48, 0.08], [-0.04, 0.51, 0.34], [-0.10, -0.04, 0.17], [-0.12, -0.34, 0.26], [-0.05, -0.21, -0.04], [-0.12, 0.41, 0.26], [-0.16, -0.52, 0.26], [0.23, 1.44, -1.30], [-0.53, -1.34, 0.56], [0.04, -0.95, -0.75], [0.33, 0.53, 1.02], [0.18, -0.55, 0.11], [0.24, 0.61, -0.53], [-0.44, -0.14, 0.38], [-0.05, 0.41, 0.48], [-0.04, -0.06, 0.09], [0.05, 0.04, -0.06], [0.85, 0.57, -0.04], [-1.62, -1.44, 0.72], [0.69, 0.57, 0.13], [-0.73, -0.20, -0.36], [0.29, -0.11, -0.67], [-0.13, 0.56, -0.06], [0.31, -0.64, -0.12], [0.14, 0.59, 0.32], [0.11, 0.06, 0.01], [0.09, 0.04, 0.09], [0.01, -1.47, -1.86], [-0.25, -0.24, 1.60], [0.54, 0.37, 0.47], [0.05, 1.52, 0.00], [0.17, -0.46, 0.02], [-0.41, 0.02, -0.39], [-0.27, 0.61, 0.55], [-0.05, -0.45, -0.06], [0.16, -0.01, -0.16], [0.06, 0.11, -0.17], [-1.75, 0.09, -1.02], [-0.27, -0.30, -0.98], [0.20, -0.14, 0.53], [-0.07, 0.03, -0.05], [0.77, -0.33, 0.49], [0.30, -0.18, 0.39], [0.21, 0.47, 0.41], [0.05, -0.15, 0.10], [0.22, 0.30, -0.10], [0.35, 0.22, 0.23]], "e_above_lowest_ev": 6.671, "e_tot_ha": -3521.622053, "e_lumo_ha": 0.00320, "homo_lumo_gap_ev": 8.8, "mol_weight_g_mol": 1050.51}